The following is a quantum chemistry calculation of a structure of composition C17H18BBrN6O2Pt at a distorted geometry, from the Open Molecules 2025 dataset.

Element x y z (Å)
H1 0.06053 -2.79030 -0.96177
N1 0.60382 -0.85615 -1.69664
B1 1.62912 1.04660 -3.11960
N2 1.34943 -0.43174 -2.77186
C1 1.74927 -1.50225 -3.46540
Pt1 -0.38929 0.35616 -0.49103
H2 2.31888 -1.37166 -4.37412
C2 1.28630 -2.63857 -2.83924
H3 1.44475 -3.65890 -3.14931
C3 0.56799 -2.22171 -1.72059
H4 2.09777 1.17197 -4.22516
C4 -0.67816 1.99618 3.12306
H5 -1.21182 1.79498 4.05174
H6 -1.35122 2.42996 2.39091
H7 0.13949 2.67493 3.36426
N3 2.59240 1.55524 -2.02471
N4 0.30411 1.80484 -2.96867
N5 2.27653 1.49034 -0.68270
N6 -0.59051 1.59594 -1.95135
C5 3.80948 2.10455 -2.21250
C6 -0.19015 2.72883 -3.80763
H8 4.19001 2.23206 -3.21526
H9 0.37934 3.02221 -4.68793
C7 4.33697 2.41191 -0.96140
C8 -1.43933 3.13841 -3.32884
C9 3.33205 2.01284 -0.03602
C10 -1.67087 2.40498 -2.16351
H10 5.29812 2.83312 -0.75328
H11 -2.08928 3.87431 -3.77938
H12 3.40200 2.10633 1.03265
H13 -2.50535 2.40298 -1.49194
H14 -0.29703 1.07450 2.68080
Br1 0.57220 -3.41653 2.48131
C11 -1.14012 -3.05037 3.17098
C12 -1.69381 -3.94083 4.10880
C13 -2.96720 -3.71413 4.65282
C14 -3.66814 -2.56041 4.27372
C15 -3.10611 -1.67318 3.34471
C16 -1.85951 -1.91075 2.74742
C17 -1.47067 -0.96585 1.63244
O1 -2.29370 -0.06615 1.30367
O2 -0.30492 -1.09539 1.03386
H15 -1.12649 -4.82647 4.39532
H16 -3.38365 -4.43813 5.35801
H17 -4.66690 -2.36391 4.68514
H18 -3.64633 -0.77080 3.04822

Cartesian forces, eV/Å:
H -0.06 0.14 0.11
N 1.85 -3.08 -2.24
B 0.27 -0.16 1.34
N -0.95 -0.99 0.29
C -0.05 0.11 0.03
Pt 0.16 0.30 3.47
H 0.00 -0.07 0.14
C -0.03 -0.82 0.06
H 0.02 0.07 -0.01
C 0.66 1.85 -0.88
H -0.14 -0.03 0.26
C 0.13 -0.06 0.07
H -0.09 -0.16 -0.13
H -0.08 0.20 0.04
H 0.02 0.00 -0.20
N 0.16 0.30 0.66
N -1.33 0.31 0.20
N 0.44 0.21 -0.65
N -1.28 2.82 -2.21
C -0.17 -0.05 0.95
C -0.54 -0.02 0.46
H 0.06 0.00 0.14
H -0.27 -0.09 0.35
C -0.89 -0.42 -0.22
C 0.16 0.07 -0.26
C 0.23 -0.04 -1.48
C 1.97 -0.42 -0.93
H 0.17 0.14 0.11
H 0.08 -0.12 0.07
H -0.36 -0.17 0.13
H -0.08 -0.05 0.20
H 0.12 0.10 0.28
Br 0.21 -0.46 0.19
C -0.82 0.31 0.14
C -0.07 0.25 -0.16
C 0.44 0.41 -0.50
C 0.16 -0.03 -0.06
C -0.30 -0.28 0.30
C -0.04 -0.43 0.17
C 0.16 0.87 -0.56
O 1.27 -1.34 0.00
O -1.91 0.64 0.82
H -0.12 0.28 -0.09
H 0.10 0.32 -0.25
H 0.53 -0.03 -0.18
H 0.19 -0.40 0.03

Calculated values
HOMO-LUMO gap (spin up / spin down) = 8.0 / 7.0 eV
LUMO energy (spin up / spin down) = 0.566 / -1.883 eV
max |F| = 4.23 eV Å⁻¹
energy relative to the best compared isomer or geometry (same formula, charge and spin) = 0.0 kcal per mole
spin multiplicity = 3

Atomic partial charges in e from the natural (NBO) method, atoms 1 to 4:
1. H 0.244
2. N -0.375
3. B 0.544
4. N -0.303